ORCA calculation (ωB97M-V/def2-TZVPD) on a 7-piece molecular cluster, C14H37N7O8P overall.

Values from the calculation:
- calculated total energy (Eh) = -1881.70752
- charge = +1
- LUMO energy (eV) = -2.44

Atoms and positions in Å:
P -1.50 -0.39 -0.93
O 4.74 2.53 -4.84
O 0.26 1.92 -2.06
O -7.03 -0.58 2.97
O 3.00 0.37 4.21
O -4.32 1.32 2.14
O -0.79 -2.18 -3.66
O 5.60 1.59 0.48
O -2.81 3.38 -2.33
N 4.73 0.01 -1.08
N -2.15 -0.22 0.45
N 1.13 -0.92 2.11
N 1.28 -1.02 -0.59
N 0.27 -0.17 -1.03
N 2.22 0.79 -1.48
N 3.68 -0.83 -0.64
C -8.11 0.04 2.29
C 2.44 -0.39 -0.89
C 1.05 -2.28 1.58
C 4.44 -1.70 2.66
C -1.70 -3.07 -4.33
C 4.29 -1.87 1.48
C 2.60 0.21 5.58
C -2.77 4.24 -3.47
C -4.17 0.24 3.08
C 4.57 2.43 -3.43
C 0.93 -2.29 0.04
C 5.13 0.84 -0.25
C 4.13 -2.05 0.04
C 0.91 0.89 -1.54
H -1.97 0.52 -1.90
H -1.92 4.93 -3.42
H 4.69 -1.47 3.67
H -2.00 2.87 -2.32
H 1.87 -2.93 1.91
H 1.34 -0.95 3.09
H -2.72 3.67 -4.40
H -1.48 -4.11 -4.09
H 3.51 1.18 4.16
H 0.14 -2.73 1.97
H 2.01 -0.71 5.64
H 5.12 -2.26 -0.37
H 3.98 3.27 -3.04
H 0.78 2.26 -2.80
H -3.69 4.83 -3.47
H -2.82 0.55 0.47
H -7.89 1.11 2.23
H 5.22 3.34 -5.03
H -9.05 -0.09 2.82
H -1.68 -2.93 -5.41
H 1.98 1.04 5.91
H -0.11 -2.48 -0.20
H -5.26 1.50 2.07
H -7.22 -1.52 3.03
H -1.63 -1.65 -1.50
H 3.46 0.12 6.24
H 3.50 -2.90 -0.21
H -3.11 0.04 3.16
H 1.48 -3.10 -0.42
H 4.03 1.50 -3.24
H -4.68 -0.64 2.71
H -2.70 -2.83 -3.96
H 5.53 2.39 -2.92
H 0.09 -2.38 -3.99
H 1.91 -0.42 1.71
H -4.57 0.52 4.06
H -8.22 -0.35 1.27

These are the Löwdin partial charges, in e, on atoms 1 to 4: 0.80, -0.12, 0.14, -0.14